(1)
A 2-piece molecular cluster, C2H7N overall, computed with ωB97M-V/def2-TZVPD.

XYZ file:
```
10
Properties=species:S:1:pos:R:3:mulliken_charge:R:1
C -0.95921 -0.46581 0.07407 -0.4934
C 0.32064 -0.79893 0.76335 0.1856
N 1.11421 0.22141 1.03476 -0.2762
H -1.45867 0.41451 0.47545 0.3308
H -1.55154 -1.30993 -0.24652 0.3088
H -0.12168 -0.16568 -0.61860 0.2003
H 0.43190 2.28038 -1.96814 0.1143
H 0.37657 -1.88159 0.91238 0.4062
H -0.03293 1.72217 -2.10391 -0.1010
H 1.88072 -0.01652 1.67717 0.3246
```

Values from the calculation:
Total charge: +1
E_LUMO (spin up / spin down) in Eh: -0.2115 / -0.3533
ΔE to the lowest compared entry with this formula, charge and spin in eV: 3.055
Multiplicity: 2
⟨S²⟩: 0.763

(2)
C33H26Cl5IrSb2 as an isolated structure, computed with ωB97M-V/def2-TZVPD.

XYZ file:
```
67
Properties=species:S:1:pos:R:3:mulliken_charge:R:1
Ir -0.78039 0.43974 1.51792 0.5965
C 3.21160 1.06247 -1.57407 -1.0045
C 2.75245 -0.38661 -1.66193 -1.0462
C 2.83671 -1.15175 -0.34196 -0.1539
Sb 1.38509 -2.69651 -0.05067 1.1754
C 0.51203 -2.15443 1.80991 -0.3090
C 1.30742 -2.06143 2.94264 0.0785
C 0.77525 -1.62229 4.15880 -0.8102
C -0.54586 -1.22911 4.24046 -0.3938
C -1.38676 -1.36417 3.11688 -0.8027
C -0.86980 -1.86038 1.91217 -0.9195
C 2.36378 -4.48835 0.33866 0.4222
C 1.84244 -5.38331 1.28028 -0.4448
C 2.52155 -6.55621 1.55047 -0.6468
C 3.69091 -6.85479 0.85862 -0.4221
C 4.18847 -5.98742 -0.10872 -0.6338
C 3.51777 -4.81198 -0.38663 -0.4052
Sb 2.40576 2.40657 -0.13389 2.0944
C 2.95735 1.91310 1.82562 0.7832
C 2.10991 1.39301 2.80079 0.4003
C 2.54133 1.24949 4.10698 -0.8869
C 3.84712 1.58892 4.43784 -0.7204
C 4.71091 2.07417 3.46753 -0.8294
C 4.26639 2.25642 2.16617 -0.7599
C 3.40914 4.20340 -0.41501 0.7625
C 3.20505 5.21998 0.51559 -0.4137
C 3.86045 6.43068 0.35416 -0.7916
C 4.71945 6.61658 -0.72141 -0.5342
C 4.93038 5.59603 -1.63941 -0.7295
C 4.27205 4.38474 -1.49314 -0.4913
H 3.07797 1.56198 -2.53539 0.5382
H 4.27658 1.13528 -1.32603 0.5103
H 3.40336 -0.87230 -2.39292 0.4646
H 1.75130 -0.41382 -2.08729 0.4104
H 2.66098 -0.51153 0.52798 -0.4417
H 3.81511 -1.61350 -0.19942 0.7162
H 2.35664 -2.33318 2.90374 0.4991
H 1.40890 -1.59236 5.03471 0.5853
H -0.96199 -0.87603 5.17462 0.5049
H -2.45524 -1.22130 3.22777 0.6795
H -1.54968 -2.12074 1.10784 0.7417
H 0.91915 -5.16528 1.80484 0.4208
H 2.13887 -7.24869 2.28729 0.4193
H 4.21204 -7.78013 1.06473 0.4193
H 5.08965 -6.24136 -0.64915 0.4210
H 3.89540 -4.15086 -1.15865 0.4100
H 1.08650 1.11511 2.51664 -0.6280
H 1.86326 0.89606 4.87041 0.6290
H 4.18971 1.48622 5.45857 0.4432
H 5.72665 2.33827 3.72814 0.4634
H 4.94043 2.69161 1.43689 0.5082
H 2.55613 5.07699 1.37355 0.4004
H 3.70822 7.22749 1.06924 0.4590
H 5.23362 7.56067 -0.84021 0.4374
H 5.60758 5.74465 -2.46933 0.4523
H 4.44346 3.60195 -2.22254 0.3734
Cl -0.48607 -0.32996 -0.81184 -0.4359
C 0.31407 2.86774 -0.19581 -0.1623
C -0.65478 2.28700 0.65070 -0.5688
C -1.93426 2.90217 0.71631 0.8828
Cl -3.02380 2.16165 1.83131 -0.1240
C -2.34807 3.94371 -0.07828 -0.1651
Cl -3.89681 4.61029 0.03630 -0.0789
C -1.42388 4.40380 -1.05011 0.3655
Cl -1.85833 5.61123 -2.10936 -0.0126
C -0.10063 3.81312 -1.11207 0.4014
Cl 0.88088 4.27437 -2.41808 -0.1029
```

Values from the calculation:
Total charge: +3
E_LUMO (spin up / spin down) in Eh: -0.3102 / -0.4377
ΔE to the lowest compared entry with this formula, charge and spin in eV: 0.052
Multiplicity: 6
⟨S²⟩: 8.790

(3)
One molecule with the formula C18H27NO5, computed with ωB97M-V/def2-TZVPD.

XYZ file:
```
51
Properties=species:S:1:pos:R:3:mulliken_charge:R:1
C 2.56537 3.17230 1.82465 -1.0014
C 1.97248 3.41432 0.44238 -0.2211
O 0.82091 2.62493 0.19302 -0.5102
C 0.85696 1.26445 0.14487 -0.4944
C -0.39842 0.67507 0.30762 -0.6797
C -0.55878 -0.69652 0.24159 0.4759
C 0.55316 -1.50502 0.02841 -0.5614
C 1.81201 -0.94955 -0.11477 0.7132
C 1.97420 0.45288 -0.08813 0.5831
O 3.21929 1.01980 -0.23009 -0.4105
C 3.97305 0.70818 -1.39630 -0.2334
C 5.35676 0.20782 -1.00985 -1.2307
H 5.26649 -0.71658 -0.44737 0.2509
H 5.94749 0.02935 -1.90420 0.4004
H 5.85799 0.94808 -0.39172 0.3241
H 3.45334 -0.03308 -2.00776 0.2824
H 4.06002 1.63696 -1.97969 0.3886
O 2.95627 -1.66575 -0.31068 -0.3567
C 2.92175 -3.07790 -0.24880 -0.5642
C 2.82280 -3.60256 1.17992 -1.1140
H 1.88662 -3.29885 1.64110 0.3414
H 3.64369 -3.20992 1.77521 0.3256
H 2.87725 -4.68758 1.17405 0.3991
H 2.10896 -3.47386 -0.86839 0.3811
H 3.87359 -3.38585 -0.69226 0.3976
H 0.38719 -2.56851 -0.01743 0.6629
C -1.87613 -1.38719 0.36487 0.3663
O -2.06664 -2.50072 -0.09414 -0.6783
N -2.82369 -0.71205 1.05257 -0.1307
H -2.64389 0.22536 1.37314 0.2084
C -4.18724 -1.16058 1.16131 -1.1115
H -4.22263 -2.20179 0.83468 0.4294
H -4.50566 -1.08834 2.20511 0.4078
C -5.12194 -0.30769 0.28493 0.1864
C -4.87237 -0.49626 -1.21799 -0.4933
H -5.55628 -1.22093 -1.65263 0.4139
C -5.05963 0.91345 -1.77254 -0.6470
H -4.50949 1.08883 -2.69358 0.3762
C -4.53807 1.75669 -0.61241 -0.1116
H -4.96338 2.76151 -0.57263 0.3696
O -4.92541 1.07679 0.56774 -0.4953
H -3.44181 1.83720 -0.66249 -0.0218
H -6.11733 1.12003 -1.94039 0.2634
H -3.85019 -0.83794 -1.38340 0.1035
H -6.16092 -0.55375 0.54626 0.3547
H -1.22635 1.35304 0.44595 0.2255
H 2.73159 3.26520 -0.32969 0.1510
H 1.59210 4.43810 0.36901 0.3821
H 3.35009 3.89917 2.01480 0.3643
H 2.99050 2.17441 1.88110 0.2151
H 1.79431 3.27488 2.58501 0.3234
```

Values from the calculation:
SMILES: CCOc1cc(C(=O)NC[C@@H]2CCCO2)cc(OCC)c1OCC
Total charge: 0
E_LUMO in Eh: 0.0324
ΔE to the lowest compared entry with this formula, charge and spin in eV: 1.105

(4)
C29H69CdN5O9 as an isolated structure, computed with ωB97M-V/def2-TZVPD.

XYZ file:
```
113
Properties=species:S:1:pos:R:3:mulliken_charge:R:1
Cd 1.38031 -5.42838 5.32901 0.9624
C 1.72789 -0.82403 2.13845 -0.5065
C 2.24010 -2.13878 2.76876 0.6475
O 3.47291 -2.40244 2.75274 -0.6552
O 1.38258 -2.91588 3.28136 -0.5529
H 1.79258 -0.92609 1.05516 -0.0152
H 2.38019 0.02480 2.34362 0.3076
H 0.65420 -0.68032 2.25936 0.2181
C 2.64674 -9.29341 1.51204 -0.8249
C 2.50718 -8.02001 2.42140 0.7252
O 1.46452 -7.64740 3.05480 -0.5589
O 3.57611 -7.45043 2.78488 -0.5735
H 2.44476 -8.97708 0.48869 0.2359
H 1.88354 -10.03418 1.75058 0.3139
H 3.67789 -9.64272 1.56510 0.2746
C -6.21338 3.65189 0.13568 -1.1868
C -6.20418 4.11255 1.68556 0.4141
C -4.88490 4.87648 2.16129 -0.7386
O -3.71854 4.14209 1.75533 -0.1942
C -3.40618 3.04116 2.56272 -0.7640
N -7.41158 4.93045 1.75587 -0.6723
H -6.23402 4.48329 -0.56892 0.3109
H -7.13633 3.09931 -0.04013 0.3767
H -5.43915 2.91737 -0.08602 0.3044
H -6.34265 3.22747 2.30651 0.2476
H -4.80357 5.02156 3.23852 0.3537
H -4.90309 5.86131 1.69451 0.2680
H -4.17503 2.27138 2.62941 0.2508
H -3.36760 3.50795 3.54695 0.3530
H -2.45029 2.57542 2.32310 0.2218
H -7.41512 5.78772 1.22187 0.2382
H -7.72990 5.19596 2.67689 0.2174
C 4.70320 -5.71673 -2.74270 -1.4471
C 5.87862 -5.99630 -1.74032 0.4166
C 7.27758 -5.72095 -2.37665 -0.8205
O 8.32228 -6.39613 -1.68978 -0.2966
C 9.64164 -6.18103 -2.09030 -0.7820
N 5.79274 -5.24895 -0.51291 -0.6097
H 3.71654 -5.91508 -2.32407 0.3913
H 4.78180 -6.32153 -3.64610 0.3806
H 4.72000 -4.67366 -3.05868 0.3438
H 5.79601 -7.07057 -1.57535 0.2463
H 7.33993 -4.63550 -2.45425 0.3275
H 7.33330 -6.01101 -3.42587 0.4131
H 10.33919 -6.45990 -1.30052 0.2520
H 9.92085 -5.16515 -2.36981 0.3240
H 9.77589 -6.64705 -3.06647 0.3057
H 4.81535 -5.31705 -0.26760 0.2509
H 5.83704 -4.30411 -0.86707 0.3055
C -6.85174 -2.67738 2.94792 -1.3416
C -5.68116 -3.09108 3.91637 0.3344
C -4.60943 -2.03913 4.22701 -0.5480
O -3.75666 -2.52149 5.30974 -0.3681
C -2.71295 -1.65865 5.70886 -0.6271
N -6.32698 -3.36359 5.18070 -0.7661
H -7.61555 -3.45342 2.99734 0.4032
H -6.52531 -2.48953 1.92506 0.3357
H -7.38193 -1.82408 3.37084 0.3308
H -5.32395 -4.10010 3.71045 0.2557
H -5.12363 -1.09557 4.40972 0.2740
H -4.04193 -1.78609 3.33146 0.4101
H -2.95914 -0.65247 6.04810 0.3105
H -2.09534 -1.48756 4.82716 0.2122
H -2.11360 -2.15306 6.47335 0.2401
H -5.63322 -3.35390 5.91465 0.2951
H -6.93313 -2.59642 5.43393 0.2521
C 0.44819 -1.64987 -4.72953 -1.2641
C 0.28630 -1.06872 -3.29595 0.0773
C -0.60247 -1.88683 -2.32161 -0.6748
O -0.09588 -3.13676 -1.94229 -0.2969
C -0.92905 -3.67229 -0.94394 -0.8159
N 1.63330 -1.04291 -2.82560 -0.7628
H 0.92194 -2.63072 -4.68950 0.2454
H 0.86485 -0.92684 -5.43075 0.3839
H -0.57262 -1.86121 -5.04793 0.3437
H 0.02952 -0.01068 -3.34809 0.4832
H -1.50639 -1.98596 -2.92261 0.3213
H -0.94457 -1.23674 -1.51634 0.4473
H -0.51811 -4.62024 -0.59662 0.2724
H -1.90333 -4.00107 -1.30558 0.3182
H -1.07589 -3.06708 -0.04937 0.3158
H 1.64443 -0.50617 -1.97009 0.2492
H 1.54518 -2.00887 -2.54409 0.3548
C 1.85172 4.17060 -0.16903 -2.0132
C 1.84002 5.40158 -1.16749 1.5805
C 2.27999 4.87648 -2.57229 -1.0345
C 1.88275 5.76095 -3.78050 -0.7103
C 0.40822 6.04512 -3.74265 -1.4311
C -0.10023 6.62366 -2.42362 1.6028
N 0.41856 5.82934 -1.24702 0.2917
O -0.11051 6.26832 0.03302 -0.4456
C 0.38238 8.14871 -2.32506 -1.7597
C -1.65043 6.52387 -2.53876 -1.9153
C 2.77195 6.54266 -0.77819 -1.8200
H 2.81384 3.66034 -0.21446 0.3703
H 1.12754 3.43923 -0.52784 0.4799
H 1.55833 4.32944 0.86865 0.3699
H 3.36279 4.77368 -2.64363 0.4221
H 1.80003 3.91048 -2.72903 0.3834
H 2.08797 5.25311 -4.72288 0.4039
H 2.36297 6.73939 -3.76814 0.3255
H -0.05952 5.07222 -3.89354 0.4250
H 0.14687 6.73243 -4.54726 0.4243
H -0.50934 8.77432 -2.36427 0.5328
H 0.78065 8.37186 -1.33527 0.3471
H 0.91890 8.61067 -3.15382 0.3265
H -2.01330 5.50161 -2.64553 0.4302
H -2.01016 6.92341 -1.59057 0.4861
H -1.92943 7.06622 -3.44216 0.4052
H 3.71126 5.99294 -0.71831 0.4538
H 2.54429 7.07925 0.14287 0.3055
H 2.84273 7.24107 -1.61204 0.4227
H -0.43856 5.42724 0.35944 0.3392
```

Values from the calculation:
Total charge: 0
E_LUMO in Eh: -0.1970

(5)
BrPd as an isolated structure, computed with ωB97M-V/def2-TZVPD.

XYZ file:
```
2
Properties=species:S:1:pos:R:3:mulliken_charge:R:1
Pd -0.57984 -0.68241 0.93639 0.7424
Br 0.57984 0.68241 -0.93639 0.2576
```

Values from the calculation:
Total charge: +1
E_LUMO (spin up / spin down) in Eh: -0.2466 / -0.3635
ΔE to the lowest compared entry with this formula, charge and spin in eV: 0.920
Multiplicity: 3
⟨S²⟩: 2.014

(6)
A 2-piece molecular cluster, C8H20NO3 overall, computed with ωB97M-V/def2-TZVPD.

XYZ file:
```
32
Properties=species:S:1:pos:R:3:mulliken_charge:R:1
C 2.45383 -1.76559 -0.98468 -1.6497
C 1.12232 -0.58924 2.33323 -0.9219
C 1.16898 -1.29935 -1.64158 0.1960
C 1.22110 0.09817 -2.27538 -1.0864
C -0.12588 0.88883 -2.23367 -1.0376
C -0.48949 1.64355 -0.94681 -0.5134
C -0.11476 -0.79641 3.12293 0.2894
C -1.58413 1.04542 1.10685 -0.1778
N -3.30178 0.80354 0.59437 -0.4366
O -1.00077 -1.75781 3.15623 -0.3702
O -1.40381 2.27717 1.51525 -0.3733
O -0.88279 0.63379 0.04305 -0.2829
H 3.20247 -1.92816 -1.86518 0.3178
H 2.91223 -1.15103 -0.32700 0.4844
H 2.49832 -2.72892 -0.48897 0.4037
H 0.78650 0.11397 1.51796 0.2135
H 1.90089 -0.29918 2.93146 0.4934
H 1.56527 -1.51936 2.06093 0.3715
H 0.36489 -1.05447 -0.84260 -0.1482
H 0.80766 -2.05146 -2.22596 0.5044
H 2.07088 0.52000 -1.91754 0.5803
H 1.47893 -0.05901 -3.25263 0.5172
H -0.95246 0.21919 -2.61206 0.2707
H -0.14277 1.56767 -3.19274 0.4333
H -1.19999 2.39226 -1.33871 0.4896
H 0.33662 2.24293 -0.75273 0.4061
H -0.05021 -0.06925 3.90957 0.3689
H -3.13758 0.44954 -0.34467 0.3168
H -3.84871 1.62878 0.66341 0.2970
H -3.60446 0.01515 1.14653 0.3268
H -0.89568 -2.28145 2.34483 0.3836
H -1.15560 2.81073 0.79632 0.3336
```

Values from the calculation:
Total charge: +1
E_LUMO (spin up / spin down) in Eh: -0.1692 / -0.1605
ΔE to the lowest compared entry with this formula, charge and spin in eV: 3.580

What are the max |F| values for these records? In order: 3.34 0.55 0.63 3.64 2.40 5.43 eV/Å.